Entry 1:
{
  "formula": "C4H11NO",
  "method": "wB97M-V/def2-TZVPD",
  "symbols": ["C", "C", "C", "C", "N", "H", "H", "H", "H", "H", "H", "H", "H", "H", "H", "H", "O"],
  "xyz": [[-0.484159, 0.604291, -0.513555], [0.413471, 0.654796, 0.741245], [1.619202, -0.219825, 0.787028], [2.355934, -0.204188, -0.364400], [-1.839046, 0.995614, -0.274052], [-0.391783, -0.328644, -1.036153], [0.059938, 1.262145, -1.199175], [-0.213295, 0.261747, 1.683145], [0.597920, 1.693270, 0.887826], [1.984931, -0.755266, 1.673255], [2.576071, 0.682914, -0.952735], [3.000908, -1.047181, -0.826518], [-2.084271, 1.800649, -0.909980], [-2.638661, 0.371307, -0.330354], [-1.095865, -2.452575, 0.334420], [-1.998831, -1.240562, 0.355051], [-1.862459, -2.078487, -0.055053]],
  "forces_ev_per_a": [[1.92, -0.60, -0.20], [-1.93, -2.51, 3.09], [-0.42, -0.51, 0.00], [2.93, -1.59, -2.67], [-1.76, 3.03, -1.00], [0.00, -0.85, 0.13], [-0.67, 0.42, -0.18], [0.75, 1.24, -1.71], [0.29, 1.45, 0.46], [-0.75, 0.17, -0.03], [-0.55, 0.61, -0.26], [-0.84, 1.02, 1.33], [0.20, -1.27, 1.18], [0.79, -0.36, -0.28], [1.38, -0.24, 0.62], [0.24, 0.77, 0.60], [-1.58, -0.79, -1.06]],
  "relative_energy_kcal_mol": 49.71,
  "total_energy_ha": -288.86284,
  "multiplicity": 2,
  "total_charge": -1
}

Entry 2:
{
  "formula": "C22H46FN4O2",
  "method": "wB97M-V/def2-TZVPD",
  "symbols": ["N", "C", "C", "N", "C", "C", "F", "H", "H", "H", "H", "H", "H", "H", "H", "H", "H", "C", "C", "C", "C", "C", "C", "N", "O", "C", "C", "C", "H", "H", "H", "H", "H", "H", "H", "H", "H", "H", "H", "H", "H", "H", "H", "H", "H", "H", "C", "C", "C", "C", "C", "C", "N", "O", "C", "C", "C", "H", "H", "H", "H", "H", "H", "H", "H", "H", "H", "H", "H", "H", "H", "H", "H", "H", "H"],
  "xyz": [[8.143504, -5.593832, 3.398437], [7.315737, -4.675923, 2.546026], [6.435313, -3.769446, 3.466346], [5.481686, -4.427894, 4.322383], [4.752692, -5.459879, 3.657682], [3.654542, -4.965783, 2.642735], [4.279836, -4.557327, 1.449538], [9.094019, -5.241664, 3.376263], [8.182420, -6.477950, 2.898547], [8.011120, -4.028067, 1.966001], [6.719609, -5.256517, 1.826382], [7.150945, -3.238059, 4.139465], [6.001537, -2.947081, 2.820877], [4.150653, -5.964506, 4.453065], [5.356877, -6.275998, 3.184128], [2.972048, -5.826783, 2.465723], [3.131542, -4.090111, 3.051455], [1.486925, 0.756442, -0.360148], [0.437618, -0.174861, -1.003167], [-0.649104, -0.514237, 0.025307], [-0.182508, -1.505882, 1.087749], [0.405266, -2.754818, 0.438950], [1.504995, -2.446192, -0.584668], [1.099928, -1.387512, -1.551508], [0.288667, -1.925122, -2.429017], [2.795604, -2.033195, 0.149311], [1.887988, -3.751254, -1.297778], [-0.191204, 0.679382, -2.114096], [2.381848, 0.826791, -0.980896], [1.087736, 1.766921, -0.252248], [1.783649, 0.454035, 0.641676], [-1.519800, -0.938286, -0.486877], [-0.996765, 0.402677, 0.509790], [0.548587, -1.040928, 1.755170], [-1.030068, -1.787934, 1.718383], [0.801022, -3.416128, 1.213774], [-0.406477, -3.307127, -0.048491], [3.542188, -1.653757, -0.551487], [3.237250, -2.889069, 0.659944], [2.640226, -1.284541, 0.923814], [1.034664, -4.229153, -1.780971], [2.285248, -4.467837, -0.577885], [2.657237, -3.574394, -2.051944], [0.545766, 0.932113, -2.880128], [-0.577232, 1.612215, -1.703702], [-1.032886, 0.183201, -2.597397], [-6.040979, 3.122650, -0.441131], [-4.526048, 3.357578, -0.260506], [-4.290772, 4.717557, 0.410170], [-4.525758, 5.898823, -0.526758], [-3.710703, 5.739539, -1.806205], [-3.935295, 4.392139, -2.505103], [-3.832417, 3.242428, -1.569713], [-2.564243, 3.030039, -1.333191], [-5.313232, 4.387680, -3.198812], [-2.933382, 4.267994, -3.663713], [-4.085532, 2.249543, 0.709252], [-6.230477, 2.285779, -1.115645], [-6.508259, 2.879122, 0.514133], [-6.577500, 3.994551, -0.810761], [-3.262499, 4.770551, 0.782727], [-4.937914, 4.813245, 1.285891], [-5.590034, 6.002051, -0.758992], [-4.235932, 6.824796, -0.023845], [-3.949010, 6.555164, -2.494055], [-2.650066, 5.851248, -1.557339], [-5.564248, 3.389426, -3.561932], [-5.308539, 5.056210, -4.060962], [-6.124952, 4.737351, -2.564395], [-1.899477, 4.362690, -3.332799], [-3.102892, 5.060775, -4.393684], [-3.044068, 3.311129, -4.177319], [-4.220249, 1.262187, 0.263190], [-4.681886, 2.288865, 1.621605], [-3.043659, 2.350643, 1.012328]],
  "forces_ev_per_a": [[-0.20, -0.09, -0.92], [0.40, 0.69, 0.65], [0.06, -0.06, 0.24], [0.14, -0.28, -0.66], [-0.85, 1.06, 0.88], [0.96, -1.03, 1.06], [-0.34, -0.19, -0.36], [0.02, -0.06, 0.16], [0.12, -0.11, 0.25], [-0.50, -0.17, 0.04], [0.11, 0.21, 0.31], [-0.17, -0.15, -0.36], [0.19, -0.36, -0.07], [0.14, 0.00, -0.39], [-0.27, 0.16, -0.26], [0.07, 0.53, -0.51], [0.10, -0.25, -0.04], [0.17, 0.02, 0.31], [0.49, 2.02, 0.50], [-0.11, -0.49, 0.19], [0.04, 0.02, -0.02], [-0.48, 0.21, 0.00], [1.85, -0.64, 1.04], [-2.74, -1.38, -0.30], [0.78, 0.33, -0.32], [0.02, 0.25, 0.30], [-0.43, 0.01, -0.48], [-0.12, -0.41, -0.40], [-0.01, -0.09, 0.01], [-0.15, -0.08, -0.12], [0.08, -0.09, -0.08], [0.10, -0.01, -0.14], [0.11, 0.11, -0.18], [0.02, -0.01, -0.05], [0.03, 0.02, 0.01], [0.20, 0.01, -0.14], [0.06, 0.06, -0.15], [-0.07, 0.03, -0.03], [-0.11, -0.01, -0.15], [-0.01, 0.06, -0.09], [0.00, 0.18, -0.08], [0.06, 0.23, 0.14], [-0.03, 0.04, 0.01], [0.02, -0.09, 0.01], [0.10, -0.08, 0.19], [0.14, -0.12, -0.02], [-0.25, 0.19, -0.14], [-1.84, -0.64, 0.99], [0.28, 0.38, -0.22], [-0.03, -0.03, -0.01], [0.11, 0.05, 0.50], [-1.11, 0.62, -1.77], [2.40, 1.20, 1.20], [-0.39, -0.62, -0.40], [-0.32, 0.07, 0.14], [0.45, -0.32, 0.32], [0.59, -0.07, -0.24], [0.06, 0.04, -0.03], [0.18, -0.01, 0.05], [0.05, -0.04, -0.09], [0.03, -0.14, -0.09], [-0.04, -0.21, -0.04], [0.02, -0.04, -0.01], [-0.03, -0.02, -0.01], [-0.01, -0.16, -0.14], [0.01, -0.17, -0.03], [0.03, 0.00, 0.07], [0.18, -0.01, 0.03], [0.02, -0.09, 0.04], [-0.07, -0.15, 0.10], [-0.20, 0.03, 0.12], [0.01, -0.01, 0.06], [0.04, 0.03, -0.03], [-0.14, 0.14, -0.13], [0.00, -0.02, -0.19]],
  "relative_energy_kcal_mol": 26.67,
  "total_energy_ha": -1335.02586,
  "multiplicity": 3,
  "total_charge": -1
}

Entry 3:
{
  "formula": "CH9NO3",
  "method": "wB97M-V/def2-TZVPD",
  "symbols": ["C", "N", "H", "H", "H", "O", "H", "H", "O", "H", "H", "O", "H", "H"],
  "xyz": [[-0.518202, 2.122840, 0.217409], [-0.769965, 1.625000, 1.353973], [0.211182, 1.642257, -0.427173], [-1.179130, 2.838506, -0.280378], [-1.360995, 2.290281, 1.865779], [2.284180, 0.381635, 4.831097], [2.219231, 0.063514, 5.744198], [2.724852, -0.356371, 4.387086], [-1.151586, -1.498564, -1.700761], [-1.932421, -1.687283, -2.228709], [-1.279664, -0.631472, -1.302194], [-0.003867, -2.338842, -4.427793], [0.833011, -1.880061, -4.538226], [-0.076627, -2.571440, -3.494308]],
  "forces_ev_per_a": [[-0.98, -0.96, -0.54], [0.89, 1.07, 0.41], [0.14, -0.15, -0.06], [0.49, 0.68, 0.28], [-0.55, -0.65, -0.15], [0.20, -0.51, 0.33], [-0.06, 0.26, -0.24], [-0.13, 0.27, -0.08], [0.18, -0.15, 0.07], [-0.08, 0.21, 0.03], [-0.11, -0.11, -0.06], [-0.17, -0.20, -0.17], [-0.01, -0.03, 0.19], [0.20, 0.28, -0.03]],
  "relative_energy_kcal_mol": 29.30,
  "total_energy_ha": -323.92089,
  "smiles": "C=N.O.O.O"
}

Entry 4:
{
  "formula": "C23H57ClINO9S6",
  "method": "wB97M-V/def2-TZVPD",
  "symbols": ["C", "C", "O", "C", "C", "C", "C", "C", "O", "C", "O", "N", "Cl", "C", "C", "C", "I", "H", "H", "H", "H", "H", "H", "H", "H", "H", "H", "H", "H", "H", "H", "H", "H", "H", "H", "H", "H", "H", "C", "S", "O", "C", "H", "H", "H", "H", "H", "H", "C", "S", "O", "C", "H", "H", "H", "H", "H", "H", "C", "S", "O", "C", "H", "H", "H", "H", "H", "H", "C", "S", "O", "C", "H", "H", "H", "H", "H", "H", "C", "S", "O", "C", "H", "H", "H", "H", "H", "H", "C", "S", "O", "C", "H", "H", "H", "H", "H", "H"],
  "xyz": [[4.892455, 1.478173, 5.126332], [4.195377, 1.907567, 3.676420], [2.711465, 1.784741, 3.703457], [2.310980, 0.360241, 3.736714], [1.298859, -0.076902, 2.516117], [-0.275390, 0.336141, 2.761151], [-1.033130, -0.607075, 3.873671], [-2.638702, -0.880015, 3.532797], [-3.506354, 0.271795, 3.823916], [-4.890229, -0.127684, 4.123131], [-5.099364, -0.891881, 5.214508], [-6.129190, 0.292618, 3.338827], [-5.749774, 1.516000, 2.181114], [-7.257859, 0.685388, 4.266548], [-8.375253, 1.693481, 3.616052], [-9.840193, 1.380564, 4.359783], [-7.981710, 3.843079, 4.066595], [4.995911, 0.305588, 5.230329], [4.312024, 1.919885, 6.051179], [5.972928, 1.973410, 5.122837], [4.471711, 3.040707, 3.497106], [4.696085, 1.206278, 2.854081], [1.711281, 0.205643, 4.747161], [3.229812, -0.376047, 3.790447], [1.376271, -1.255043, 2.414325], [1.658306, 0.418816, 1.506545], [-0.302392, 1.462144, 3.115097], [-0.850391, 0.246467, 1.744225], [-0.509956, -1.677834, 3.802494], [-0.860393, -0.248959, 4.986117], [-2.721731, -1.189032, 2.383168], [-2.919880, -1.861599, 4.133320], [-7.834263, -0.326636, 4.529054], [-6.919804, 1.130647, 5.298248], [-8.574459, 1.544301, 2.470521], [-10.233268, 2.375495, 4.889149], [-9.757838, 0.562039, 5.192085], [-10.665114, 1.038817, 3.601665], [1.487626, -3.521053, -1.109307], [2.724303, -2.202379, -1.055167], [2.739449, -1.655247, 0.341502], [1.798591, -1.038093, -2.085223], [1.839548, -4.352968, -0.493667], [0.535102, -3.157846, -0.716076], [1.362546, -3.862872, -2.139562], [0.827284, -0.827770, -1.631338], [1.663539, -1.460896, -3.083365], [2.370875, -0.110308, -2.160657], [1.487626, -3.996053, -6.584307], [2.724303, -2.677379, -6.530167], [2.739449, -2.130247, -5.133498], [1.798591, -1.513093, -7.560223], [1.839548, -4.827968, -5.968667], [0.535102, -3.632846, -6.191076], [1.362546, -4.337872, -7.614562], [0.827284, -1.302770, -7.106338], [1.663539, -1.935896, -8.558365], [2.370875, -0.585308, -7.635657], [2.387626, -4.678812, -11.756721], [3.624303, -3.360137, -11.702581], [3.639449, -2.813005, -10.305912], [2.698591, -2.195852, -12.732636], [2.739548, -5.510726, -11.141080], [1.435102, -4.315604, -11.363490], [2.262546, -5.020630, -12.786976], [1.727284, -1.985529, -12.278752], [2.563539, -2.618654, -13.730779], [3.270875, -1.268066, -12.808071], [2.358773, 5.354931, 5.025246], [4.071595, 5.879497, 5.274796], [4.884194, 4.649461, 5.552219], [3.782640, 6.708521, 6.856801], [2.303898, 4.776511, 4.099307], [2.032289, 4.731411, 5.860999], [1.715925, 6.234303, 4.939442], [3.368932, 6.001244, 7.579497], [3.093567, 7.543534, 6.711126], [4.737048, 7.088866, 7.228863], [-5.118134, -4.475819, 0.609575], [-6.700876, -3.647981, 0.325296], [-6.847400, -3.450794, -1.154540], [-6.209946, -2.059764, 1.039492], [-5.178008, -5.488940, 0.203442], [-4.315009, -3.931611, 0.106901], [-4.920960, -4.528953, 1.682985], [-5.339926, -1.664556, 0.509812], [-5.977316, -2.191815, 2.098612], [-7.043563, -1.360719, 0.937491], [3.887626, 2.024613, -0.410114], [5.124303, 3.343287, -0.355975], [5.139449, 3.890419, 1.040695], [4.198591, 4.507573, -1.386030], [4.239548, 1.192698, 0.205526], [2.935102, 2.387820, -0.016884], [3.762546, 1.682794, -1.440369], [3.227284, 4.717896, -0.932145], [4.063539, 4.084770, -2.384173], [4.770875, 5.435358, -1.461464]],
  "forces_ev_per_a": [[0.26, 0.34, -0.39], [1.03, 0.09, 1.07], [1.72, -1.97, -0.46], [-1.05, -0.65, 0.67], [0.04, 0.02, 0.11], [0.28, 0.39, 0.46], [0.13, -0.49, -0.45], [1.79, -2.17, -0.26], [-3.45, -1.66, -0.47], [-0.28, -3.37, 5.56], [0.97, 4.55, -6.88], [3.01, 0.28, 2.16], [0.18, -0.05, -0.13], [-2.01, -0.33, 1.09], [-1.57, -1.53, 0.36], [-0.39, 0.66, 0.58], [0.13, -1.19, -0.52], [-0.23, 2.40, -0.18], [1.08, -0.87, -2.01], [-2.28, -1.17, 0.07], [-0.80, -2.49, 0.16], [-1.28, 1.58, 1.48], [1.21, 0.25, -1.89], [-1.70, 1.65, -0.35], [-0.14, 2.50, 0.05], [-0.63, -1.15, 2.11], [-0.07, -2.21, -0.82], [1.06, 0.18, 1.89], [-1.31, 2.14, 0.14], [-0.59, -0.58, -2.35], [0.11, 0.98, 2.32], [0.15, 2.37, -0.93], [1.36, 2.19, -0.70], [-0.33, -0.82, -2.13], [0.90, 0.48, 2.28], [0.82, -2.37, -1.22], [0.00, 1.52, -1.61], [1.76, 0.63, 1.30], [-0.11, -0.09, 0.07], [-0.05, 0.20, 0.13], [-0.09, -0.25, -0.60], [-0.14, 0.01, 0.00], [0.05, 0.19, -0.07], [0.10, 0.06, 0.00], [0.09, 0.09, 0.05], [0.10, -0.05, 0.12], [0.18, -0.01, 0.04], [0.01, -0.22, 0.06], [-0.12, -0.06, 0.09], [0.00, 0.15, 0.08], [-0.28, -0.19, -0.37], [-0.13, 0.07, 0.01], [0.05, 0.19, -0.08], [0.10, 0.05, -0.01], [0.09, 0.08, 0.06], [0.09, -0.07, 0.09], [0.18, -0.02, 0.09], [0.02, -0.22, 0.06], [-0.09, -0.07, 0.07], [-0.06, 0.17, 0.36], [-0.26, -0.23, -0.58], [-0.07, 0.10, 0.02], [0.06, 0.19, -0.08], [0.10, 0.06, -0.02], [0.07, 0.06, 0.07], [0.09, -0.07, 0.04], [0.06, -0.01, 0.09], [0.01, -0.20, 0.08], [-0.08, -0.10, -0.02], [0.19, -0.45, 0.08], [-0.49, 0.64, 0.01], [0.02, -0.03, 0.15], [0.14, 0.05, 0.14], [0.12, 0.02, -0.05], [0.12, 0.00, 0.01], [0.04, -0.02, -0.11], [0.06, -0.06, -0.06], [-0.09, -0.10, -0.15], [0.12, -0.06, -0.03], [0.04, 0.16, -0.51], [0.19, -0.06, 0.74], [0.05, 0.01, -0.03], [-0.11, 0.18, 0.04], [-0.13, 0.02, -0.01], [-0.08, 0.02, -0.06], [-0.07, -0.08, -0.04], [-0.08, -0.04, -0.07], [0.07, -0.18, -0.01], [-0.07, -0.06, 0.09], [-0.11, 0.16, 0.52], [-0.13, -0.22, -0.77], [-0.08, 0.12, 0.00], [0.00, 0.15, -0.07], [0.11, 0.05, 0.03], [0.11, 0.07, 0.05], [0.10, -0.07, 0.05], [0.06, -0.02, 0.08], [0.00, -0.19, 0.08]],
  "total_energy_ha": -4788.99294
}

no.,F_max (eV/Å)
1,4.4
2,3.1
3,1.5
4,8.3